(1)
Below is a molecular structure, C60H44F8O8Pd, with properties calculated with the ωB97M-V functional and the def2-TZVPD basis.

The HOMO energy (spin up / spin down) comes out at -4.57 / -4.08 eV. As for the spin multiplicity: 4. As for the charge: -1. The value obtained for the gap between HOMO and LUMO (spin up / spin down) is 4.89 / 2.76 eV. The value obtained for the molar mass is 1151.4 g mol⁻¹. As for the energy: -3841.23788 a.u. As for the LUMO energy (spin up / spin down): 0.0119 / -0.0484 hartree.

Last column: Löwdin spin population.
Positions of all 121 atoms, in Å:
Pd 2.69 2.56 1.08  0.886
C -7.15 -3.35 -0.10  0.133
C -6.09 -3.53 0.94  0.003
C -4.62 -3.78 0.40  0.023
O -3.76 -4.22 1.21  0.133
C -4.41 -3.58 -1.03  0.361
C -5.44 -3.29 -1.91  0.015
C -6.85 -3.28 -1.41  0.004
O -7.85 -3.04 -2.21  0.045
O -5.03 -3.02 -3.11  0.264
O -6.25 -3.76 2.15  -0.002
H -8.16 -3.30 0.27  0.006
H -3.41 -3.50 -1.43  0.014
C 0.59 1.21 -2.61  0.294
C 1.24 1.47 -1.30  -0.002
C 0.91 0.55 -0.10  -0.017
O 1.42 0.87 0.98  0.019
C 0.03 -0.57 -0.42  0.209
C -0.44 -0.87 -1.67  -0.020
C -0.14 0.07 -2.81  -0.006
O -0.61 -0.08 -4.01  0.319
O -1.05 -2.05 -1.75  0.269
O 2.00 2.42 -1.02  0.022
H 0.72 1.92 -3.41  0.011
H -0.14 -1.28 0.37  0.008
F 4.03 0.49 -0.12  -0.003
C 4.60 -0.73 -0.19  0.000
C 3.73 -1.79 -0.38  0.000
C 4.19 -3.07 -0.22  0.000
C 5.56 -3.27 -0.03  0.000
C 6.46 -2.20 0.19  0.000
C 5.93 -0.95 0.09  0.000
H 2.67 -1.61 -0.45  0.001
H 3.59 -3.95 -0.35  0.000
H 5.98 -4.26 0.02  0.000
H 7.48 -2.37 0.51  0.000
H 6.60 -0.12 0.28  0.000
F -2.22 -4.92 3.15  0.000
C -0.95 -4.94 2.74  0.000
C -0.45 -4.02 1.84  0.000
C 0.81 -4.21 1.29  0.000
C 1.60 -5.26 1.69  0.000
C 1.09 -6.16 2.58  0.000
C -0.16 -5.98 3.15  0.000
H -1.02 -3.18 1.46  0.000
H 1.30 -3.47 0.68  0.000
H 2.60 -5.42 1.32  0.000
H 1.67 -6.98 2.98  0.000
H -0.42 -6.74 3.87  0.000
F 3.64 0.38 2.62  0.004
C 3.58 -0.83 3.20  0.000
C 2.32 -1.47 3.44  0.000
C 2.33 -2.71 4.10  0.000
C 3.55 -3.33 4.37  0.000
C 4.75 -2.67 4.15  0.000
C 4.81 -1.37 3.62  0.000
H 1.39 -0.98 3.18  0.000
H 1.35 -3.15 4.23  0.000
H 3.57 -4.36 4.67  0.000
H 5.65 -3.18 4.45  0.000
H 5.78 -0.93 3.48  0.000
F 5.29 2.48 -2.58  0.000
C 4.70 2.32 -3.77  0.001
C 3.71 1.32 -3.93  0.004
C 3.02 1.30 -5.14  0.002
C 3.45 2.05 -6.23  0.000
C 4.49 2.90 -6.12  0.001
C 5.13 3.09 -4.86  0.000
H 3.45 0.63 -3.14  0.002
H 2.20 0.60 -5.16  0.000
H 2.97 1.96 -7.20  0.000
H 5.01 3.39 -6.93  0.000
H 5.97 3.76 -4.78  0.000
F -3.53 0.00 -3.22  0.001
C -4.17 0.33 -2.11  0.001
C -3.43 0.81 -1.07  0.001
C -4.03 1.25 0.13  0.000
C -5.45 1.25 0.21  0.000
C -6.18 0.82 -0.87  0.000
C -5.55 0.31 -1.97  0.000
H -2.35 0.81 -1.11  0.000
H -3.46 1.57 0.99  0.000
H -5.99 1.44 1.12  0.000
H -7.26 0.87 -0.86  0.000
H -6.17 -0.06 -2.77  0.000
F 0.30 3.23 1.40  -0.003
C -0.91 3.64 1.73  -0.001
C -1.78 4.06 0.76  0.000
C -3.13 4.32 1.00  0.000
C -3.55 4.33 2.35  0.000
C -2.75 3.83 3.36  0.000
C -1.39 3.56 3.02  0.000
H -1.35 3.83 -0.21  0.000
H -3.86 4.45 0.21  0.000
H -4.58 4.48 2.64  0.000
H -3.12 3.69 4.37  0.000
H -0.72 3.23 3.81  0.000
F -3.85 -2.39 3.15  0.001
C -2.96 -1.49 3.68  0.000
C -2.74 -1.30 5.07  0.000
C -1.77 -0.38 5.55  0.000
C -0.97 0.28 4.62  0.000
C -1.21 0.13 3.24  0.000
C -2.15 -0.78 2.76  0.001
H -3.39 -1.84 5.73  0.000
H -1.68 -0.24 6.62  0.000
H -0.26 1.02 4.97  0.000
H -0.68 0.77 2.55  0.000
H -2.32 -0.89 1.70  0.000
F 0.43 8.51 -4.12  0.000
C 0.83 7.21 -4.19  0.000
C 0.52 6.49 -5.34  0.000
C 0.76 5.14 -5.47  0.000
C 1.42 4.49 -4.39  0.000
C 1.85 5.20 -3.25  0.000
C 1.51 6.57 -3.08  0.000
H -0.07 6.99 -6.10  0.000
H 0.46 4.63 -6.37  0.000
H 1.68 3.45 -4.46  0.000
H 2.29 4.60 -2.47  0.000
H 1.76 7.14 -2.20  0.000


(2)
Below is C5H3N in the gas phase, with properties calculated with the ωB97M-V functional and the def2-TZVPD basis.

The HOMO energy comes out at -9.80 eV. The value obtained for the gap between HOMO and LUMO is 9.38 eV. The value obtained for the molar mass is 77.1 g mol⁻¹. As for the energy: -246.96126 a.u. As for the LUMO energy: -0.0154 hartree. As for the SMILES: C#CC(=C)C#N.

Last column: natural (NBO) charge in e.
Positions of all 9 atoms, in Å:
C -0.43 1.39 -0.01  -0.252
C -0.39 0.03 -0.18  -0.230
C 0.85 -0.67 -0.15  -0.037
C 2.01 -1.09 0.02  -0.177
C -1.61 -0.71 -0.08  0.261
H 0.57 1.97 -0.03  0.239
H -1.42 1.72 0.21  0.223
H 3.03 -1.39 0.20  0.251
N -2.61 -1.26 0.02  -0.277


(3)
Below is C5H14N2 in the gas phase, with properties calculated with the ωB97M-V functional and the def2-TZVPD basis.

The HOMO energy comes out at -8.59 eV. The value obtained for the gap between HOMO and LUMO is 9.70 eV. The value obtained for the molar mass is 102.2 g mol⁻¹. As for the energy: -308.39541 a.u. As for the LUMO energy: 0.0409 hartree. As for the SMILES: CC(C)CNCN.

Last column: natural (NBO) charge in e.
Positions of all 21 atoms, in Å:
C -0.27 -0.40 0.50  -0.200
C -0.05 0.81 1.43  -0.233
C -1.02 0.69 2.59  -0.606
C -0.15 2.13 0.72  -0.613
N 0.41 -0.24 -0.80  -0.656
C 0.84 -1.45 -1.47  -0.038
N 0.39 -1.44 -2.87  -0.826
H -1.35 -0.56 0.35  0.169
H 0.18 -1.29 0.93  0.190
H 0.97 0.73 1.78  0.195
H -0.76 -0.16 3.22  0.208
H -2.07 0.63 2.32  0.203
H -0.98 1.56 3.25  0.208
H -1.16 2.30 0.34  0.192
H -0.02 2.99 1.37  0.211
H 0.51 2.16 -0.15  0.224
H -0.17 0.29 -1.45  0.365
H 1.90 -1.56 -1.33  0.149
H 0.43 -2.35 -1.00  0.154
H 0.98 -0.77 -3.36  0.347
H 0.69 -2.32 -3.27  0.355


(4)
Below is a molecular structure, H22KrO11, with properties calculated with the ωB97M-V functional and the def2-TZVPD basis.

The HOMO energy comes out at -10.25 eV. The value obtained for the gap between HOMO and LUMO is 9.93 eV. The value obtained for the molar mass is 282.0 g mol⁻¹. As for the energy: -3594.44291 a.u. As for the LUMO energy: -0.0119 hartree.

Last column: natural (NBO) charge in e.
Positions of all 34 atoms, in Å:
Kr -5.80 0.87 -5.69  0.001
O -4.16 4.60 -7.45  -0.962
H -4.32 4.42 -6.52  0.450
H -3.72 3.81 -7.77  0.488
O -7.92 4.09 -5.30  -0.939
H -8.67 3.83 -4.77  0.470
H -7.24 4.31 -4.66  0.470
O -7.50 -2.37 -4.90  -0.963
H -7.70 -2.19 -5.82  0.489
H -7.16 -3.26 -4.90  0.469
O -5.18 0.93 -2.09  -0.964
H -5.98 1.44 -1.93  0.464
H -4.74 1.39 -2.81  0.495
O -5.17 -1.64 -3.27  -0.987
H -5.23 -0.83 -2.76  0.489
H -5.81 -1.54 -3.96  0.474
O -4.56 0.22 -8.93  -0.953
H -5.39 -0.14 -9.26  0.493
H -4.33 -0.34 -8.19  0.480
O -8.29 1.59 -7.82  -0.959
H -8.92 2.08 -7.30  0.484
H -7.43 1.89 -7.51  0.486
O -2.95 2.26 -8.20  -0.971
H -2.51 2.53 -9.01  0.477
H -3.50 1.52 -8.46  0.497
O -3.52 2.51 -3.50  -0.956
H -2.86 2.33 -4.16  0.506
H -3.89 3.36 -3.74  0.469
O -8.57 -1.30 -7.40  -0.963
H -8.57 -0.35 -7.46  0.501
H -7.95 -1.59 -8.07  0.460
O -1.72 1.00 -5.63  -0.952
H -2.28 0.22 -5.59  0.472
H -1.39 1.02 -6.53  0.483


(5)
Below is a molecular structure, C20H35N3O11P2ReSSb2, with properties calculated with the ωB97M-V functional and the def2-TZVPD basis.

The HOMO energy (spin up / spin down) comes out at -12.68 / -12.31 eV. As for the spin multiplicity: 2. As for the charge: +2. The value obtained for the gap between HOMO and LUMO (spin up / spin down) is 7.18 / 6.81 eV. The value obtained for the molar mass is 1017.3 g mol⁻¹. As for the energy: -3414.28156 a.u. As for the LUMO energy (spin up / spin down): -0.2023 / -0.2020 hartree.

Last column: Löwdin spin population.
Positions of all 75 atoms, in Å:
Re -0.55 -1.46 -0.57  0.920
C 4.41 1.99 -1.80  0.000
Sb 4.03 1.30 0.13  0.000
C 4.91 2.47 1.61  0.000
C 4.02 -0.75 0.67  0.000
C 4.25 -1.72 -0.46  0.000
C 5.12 -1.39 -1.49  0.000
C 5.41 -2.28 -2.52  0.000
C 4.83 -3.54 -2.50  0.000
C 3.99 -3.88 -1.46  0.000
C 3.68 -3.00 -0.42  -0.001
C 2.81 -3.50 0.68  -0.002
Sb 0.71 -3.64 0.21  -0.013
C 0.04 -4.65 1.95  -0.006
C 0.73 -5.24 -1.18  -0.003
H 5.48 1.94 -1.99  0.000
H 4.06 3.02 -1.82  0.000
H 3.87 1.38 -2.52  0.000
H 5.98 2.29 1.65  0.000
H 4.45 2.21 2.56  0.000
H 4.71 3.52 1.37  0.000
H 3.05 -0.86 1.14  0.000
H 4.80 -0.81 1.44  0.000
H 5.63 -0.43 -1.50  0.000
H 6.10 -2.00 -3.30  0.000
H 5.05 -4.25 -3.28  0.000
H 3.58 -4.89 -1.42  0.000
H 2.90 -2.94 1.61  0.000
H 3.09 -4.53 0.92  0.000
H 0.76 -5.41 2.24  0.000
H -0.91 -5.14 1.74  0.000
H -0.10 -3.94 2.76  0.000
H 1.25 -6.10 -0.76  0.000
H 1.22 -4.93 -2.10  0.000
H -0.30 -5.51 -1.40  0.000
O 1.00 1.93 -1.79  0.001
P 0.97 1.30 -0.36  0.005
O 2.17 1.97 0.37  0.000
O 1.19 -0.19 -0.38  0.033
O -0.33 1.74 0.38  0.001
P -1.70 0.88 0.00  0.002
O -2.78 1.95 0.17  0.000
O -1.74 -0.34 0.89  0.004
O -1.42 0.41 -1.43  0.008
H 0.19 1.73 -2.30  0.000
H -3.68 1.59 -0.04  0.000
C -7.27 2.03 -2.01  0.000
C -7.38 1.15 -0.78  0.000
S -6.15 -0.12 -0.68  0.000
O -4.84 0.53 -0.74  0.000
O -6.43 -0.97 0.44  0.000
C -6.29 -1.09 -2.18  0.000
C -5.82 -2.54 -2.04  0.000
N -4.57 -2.71 -1.30  0.000
C -3.36 -2.25 -1.71  0.007
N -2.45 -2.41 -0.76  0.023
C -3.08 -2.98 0.31  0.007
C -4.38 -3.19 -0.02  0.001
N -5.35 -3.86 0.81  0.000
O -5.01 -4.07 1.95  0.000
O -6.41 -4.21 0.31  0.000
C -3.11 -1.63 -3.04  0.007
H -7.96 2.86 -1.91  0.000
H -7.53 1.49 -2.92  0.000
H -6.26 2.44 -2.11  0.000
H -8.34 0.63 -0.70  0.000
H -7.23 1.71 0.14  0.000
H -5.77 -0.55 -2.97  0.000
H -7.35 -1.11 -2.44  0.000
H -5.69 -2.96 -3.04  0.000
H -6.57 -3.14 -1.53  0.000
H -2.59 -3.21 1.24  0.000
H -3.73 -2.08 -3.81  0.000
H -2.06 -1.78 -3.32  0.005
H -3.29 -0.56 -3.00  0.000


(6)
Below is CH3NOP2S in the gas phase, with properties calculated with the ωB97M-V functional and the def2-TZVPD basis.

The HOMO energy (spin up / spin down) comes out at -6.39 / -9.63 eV. As for the spin multiplicity: 3. The value obtained for the gap between HOMO and LUMO (spin up / spin down) is 6.53 / 6.41 eV. The value obtained for the molar mass is 139.1 g mol⁻¹. As for the energy: -1250.67265 a.u. As for the LUMO energy (spin up / spin down): 0.0052 / -0.1187 hartree.

Last column: natural (NBO) charge in e.
Positions of all 9 atoms, in Å:
C 0.98 0.48 -0.52  -0.349
N 0.10 1.40 0.01  -0.720
O -1.95 -0.30 0.16  -1.038
P -1.46 1.25 0.21  1.015
P -1.04 -1.70 0.80  0.802
S 0.47 -1.36 -0.67  -0.127
H 1.26 0.61 -1.63  0.252
H 1.95 0.47 0.04  0.247
H -0.32 -0.85 1.61  -0.082


(7)
Below is 2 unconnected molecules or ions with the total composition C3H8N2O, with properties calculated with the ωB97M-V functional and the def2-TZVPD basis.

The HOMO energy comes out at -8.80 eV. The value obtained for the gap between HOMO and LUMO is 8.83 eV. The value obtained for the molar mass is 88.1 g mol⁻¹. As for the energy: -303.76654 a.u. As for the LUMO energy: 0.0010 hartree. As for the SMILES: C=NC.NC=O.

Last column: natural (NBO) charge in e.
Positions of all 14 atoms, in Å:
C 0.20 -0.69 1.63  -0.432
C 0.85 1.49 2.29  0.018
N 0.56 0.72 1.32  -0.480
H 0.58 -0.91 2.64  0.181
H -0.89 -0.69 1.66  0.205
H 0.54 -1.40 0.88  0.221
H 0.32 2.45 2.36  0.151
H 1.82 1.44 2.81  0.151
C -0.83 -0.76 -1.93  0.526
N -0.85 0.55 -1.50  -0.840
O 0.19 -1.40 -2.03  -0.581
H -1.79 -1.15 -2.33  0.097
H -1.76 0.95 -1.30  0.368
H -0.36 0.58 -0.59  0.414


(8)
Below is 2 unconnected molecules or ions with the total composition C2H4OS2, with properties calculated with the ωB97M-V functional and the def2-TZVPD basis.

The HOMO energy comes out at -8.49 eV. The value obtained for the gap between HOMO and LUMO is 8.25 eV. The value obtained for the molar mass is 108.2 g mol⁻¹. As for the energy: -950.08646 a.u. As for the LUMO energy: -0.0089 hartree.

Last column: natural (NBO) charge in e.
Positions of all 9 atoms, in Å:
C 0.77 0.31 0.14  -0.010
C -1.24 -0.69 0.10  -0.556
O 0.58 1.66 -0.09  -0.724
S 2.03 -0.63 -0.73  0.071
S 2.08 -0.07 1.32  0.126
H -0.92 -1.41 -0.59  0.190
H -1.98 0.03 -0.30  0.195
H -1.49 -1.09 1.17  0.217
H 0.15 1.89 -1.01  0.492


(9)
Below is 3 unconnected molecules or ions with the total composition C36H59BIN3O13S4, with properties calculated with the ωB97M-V functional and the def2-TZVPD basis.

The HOMO energy comes out at -8.06 eV. The value obtained for the gap between HOMO and LUMO is 7.95 eV. The value obtained for the molar mass is 1007.9 g mol⁻¹. As for the energy: -4464.77677 a.u. As for the LUMO energy: -0.0042 hartree.

Last column: Löwdin charge in e.
Positions of all 117 atoms, in Å:
C 4.43 1.72 1.06  -0.092
C 4.71 0.75 -0.07  -0.281
N 3.51 0.22 -0.73  -0.189
C 3.84 -0.96 -1.59  -0.220
C 3.39 -2.26 -0.93  -0.056
C 2.80 1.16 -1.47  -1.084
S 3.29 2.64 -1.92  0.755
S 1.16 0.60 -1.97  0.886
C 0.15 1.54 -0.78  -0.448
C -1.30 1.51 -1.25  -0.222
C -1.95 0.12 -1.23  -0.123
C -2.79 -0.32 0.01  -0.200
C -2.49 0.55 1.24  -0.121
C -3.26 1.79 1.53  -0.758
O -3.77 2.56 0.82  0.074
I -3.33 2.20 3.71  0.771
C -2.31 -1.78 0.32  -0.197
C -3.06 -2.74 1.29  -0.048
C -3.07 -2.53 2.78  -0.266
O -2.95 -3.46 3.53  0.076
C -0.79 -1.95 0.49  -0.104
O -0.35 -2.33 1.78  -0.023
C 0.12 -1.30 2.58  -0.255
C -0.32 -1.21 3.90  -0.008
C 0.16 -0.20 4.73  -0.080
C 1.08 0.74 4.27  -0.078
C 1.54 0.63 2.96  -0.062
C 1.08 -0.39 2.12  -0.029
C -2.90 -2.39 -0.97  -0.131
C -2.42 -3.62 -1.66  -0.037
C -3.29 -4.84 -1.30  -0.225
O -3.66 -5.48 -2.50  -0.039
N -3.95 -1.75 -1.33  0.199
B -4.85 -2.06 -2.52  -0.539
C -4.32 -1.66 -3.93  0.046
O -6.05 -2.62 -2.26  0.192
C -4.24 -0.53 -0.49  -0.204
N -5.23 -1.01 0.44  0.184
C -5.76 -0.33 1.38  -0.347
C -6.08 -1.02 2.68  -0.031
C -6.31 1.06 1.32  -0.024
C -4.90 0.51 -1.50  -0.649
O -4.20 1.40 -1.99  0.029
O -6.10 0.26 -1.70  0.012
H 4.11 1.15 1.93  0.033
H 5.37 2.20 1.33  0.083
H 3.72 2.50 0.79  0.046
H 5.20 -0.11 0.38  0.085
H 5.42 1.16 -0.79  0.102
H 4.93 -0.97 -1.67  0.116
H 3.43 -0.84 -2.59  0.098
H 3.15 -3.03 -1.67  0.075
H 2.53 -2.07 -0.30  0.057
H 4.18 -2.63 -0.28  0.048
H 0.30 1.12 0.21  0.040
H 0.50 2.57 -0.82  0.073
H -1.86 2.28 -0.73  0.108
H -1.28 1.81 -2.29  0.114
H -2.54 0.07 -2.13  0.104
H -1.14 -0.59 -1.41  0.084
H -2.61 -0.06 2.13  0.053
H -1.44 0.84 1.29  0.122
H -4.09 -2.91 0.99  0.120
H -2.59 -3.72 1.18  0.135
H -3.25 -1.54 3.22  0.106
H -0.31 -1.01 0.22  0.085
H -0.38 -2.66 -0.22  0.131
H -1.02 -1.92 4.31  0.103
H -0.20 -0.13 5.75  0.104
H 1.43 1.53 4.91  0.101
H 2.27 1.33 2.58  0.083
H 1.46 -0.44 1.11  0.092
H -2.42 -3.49 -2.74  0.134
H -1.41 -3.84 -1.35  0.117
H -2.77 -5.50 -0.60  0.124
H -4.19 -4.50 -0.78  0.120
H -4.23 -6.22 -2.28  0.098
H -4.84 -2.17 -4.73  0.076
H -3.25 -1.81 -4.04  0.067
H -4.49 -0.58 -4.05  0.090
H -6.73 -2.14 -2.75  0.129
H -7.09 -0.78 3.01  0.085
H -6.02 -2.10 2.58  0.082
H -5.41 -0.64 3.45  0.066
H -6.13 1.56 2.28  0.057
H -5.90 1.69 0.54  0.066
H -7.39 0.96 1.23  0.105
O 4.40 -1.14 2.50  -0.275
S 5.32 -2.23 2.64  0.559
O 5.11 -3.44 1.89  -0.270
O 5.45 -2.57 4.17  -0.255
C 4.23 -2.79 4.92  -0.239
C 3.64 -4.16 4.67  -0.067
C 6.96 -1.67 2.38  -0.111
H 3.51 -2.00 4.68  0.109
H 4.51 -2.68 5.96  0.122
H 3.27 -4.26 3.65  0.072
H 2.80 -4.33 5.35  0.084
H 4.38 -4.94 4.83  0.085
H 7.13 -0.78 2.98  0.080
H 7.06 -1.44 1.32  0.071
H 7.65 -2.46 2.65  0.078
O 4.91 6.37 -5.70  -0.275
S 4.23 7.02 -4.62  0.559
O 4.14 6.40 -3.34  -0.279
O 2.78 7.44 -5.12  -0.266
C 1.94 6.41 -5.71  -0.246
C 1.32 5.51 -4.66  -0.070
C 4.86 8.65 -4.42  -0.123
H 2.52 5.85 -6.44  0.114
H 1.17 6.96 -6.25  0.120
H 2.07 4.90 -4.17  0.053
H 0.59 4.85 -5.12  0.084
H 0.82 6.10 -3.89  0.086
H 4.89 9.14 -5.39  0.074
H 5.87 8.56 -4.02  0.076
H 4.22 9.19 -3.73  0.075